No. 1
Density functional theory data (the ωB97M-V functional and the def2-TZVPD basis) for a cluster of 2 separate species, C6H19N3 in total at a distorted geometry.

XYZ file:
```
28
Properties=species:S:1:pos:R:3:mulliken_charge:R:1
C -0.890 -0.912 -1.541 0.623
C -0.527 -1.603 0.796 -1.237
C 0.141 -1.943 -2.003 -1.584
C -0.852 0.310 -2.457 -1.490
N -0.636 -0.493 -0.149 0.527
N -1.646 0.437 0.254 -0.861
H -1.896 -1.367 -1.600 0.316
H -2.485 -0.060 0.562 0.241
H -1.282 0.975 1.040 0.251
H -1.419 -2.250 0.781 0.389
H 0.353 -2.206 0.579 0.349
H -0.411 -1.189 1.797 0.294
H 0.020 -2.906 -1.510 0.389
H 0.035 -2.104 -3.075 0.433
H 1.151 -1.577 -1.813 0.320
H 0.159 0.722 -2.489 0.267
H -1.527 1.080 -2.095 0.392
H -1.142 0.028 -3.470 0.458
C 1.763 1.176 2.095 -0.057
C 0.609 1.790 2.707 -1.164
N 1.451 1.576 0.338 -0.623
H 0.938 0.763 -0.033 0.037
H 2.156 1.890 -0.326 0.326
H 2.719 1.684 2.202 0.330
H 1.873 0.096 2.150 0.198
H 0.768 2.721 3.244 0.245
H -0.087 1.128 3.219 0.207
H 0.666 2.234 0.796 0.426
```

The HOMO-LUMO gap is 7.73 eV. The energy above the lowest of the compared OMol25 structures with the same formula, charge and spin is 381.6 kJ/mol.

No. 2
Density functional theory data (the ωB97M-V functional and the def2-TZVPD basis) for an isolated molecule of C5H6O2S at a distorted geometry.

XYZ file:
```
14
Properties=species:S:1:pos:R:3:mulliken_charge:R:1
C 0.121 -1.231 -1.497 -0.939
C 0.358 -0.358 -0.600 0.734
C -0.228 -0.615 0.838 -1.097
C -1.337 0.285 1.529 0.190
O -1.539 1.377 0.905 -0.524
C 1.365 0.812 -0.843 0.157
O 0.851 2.029 -0.286 -0.492
S 2.899 0.837 -1.282 -0.272
H -0.918 -1.784 -1.202 0.204
H 0.554 -1.305 -2.436 0.411
H 0.455 -0.597 1.584 0.415
H -0.563 -1.670 0.831 0.469
H -1.803 0.316 2.685 0.308
H -0.215 1.905 -0.225 0.435
```

The HOMO-LUMO gap is 8.73 eV. The energy above the lowest of the compared OMol25 structures with the same formula, charge and spin is 326.3 kJ/mol. As for the SMILES: C=C(CC=O)C(O)=S.

No. 3
Density functional theory data (the ωB97M-V functional and the def2-TZVPD basis) for a cluster of 8 separate species, C28H52NO29S7 in total at a distorted geometry.

XYZ file:
```
117
Properties=species:S:1:pos:R:3:mulliken_charge:R:1
C 4.332 -3.091 0.839 -0.780
C 4.175 -1.896 -0.121 -0.748
C 2.749 -1.279 -0.106 0.176
C 1.900 -1.764 -1.305 -0.669
C 1.033 -0.673 -1.954 -1.605
C 0.056 -0.037 -1.002 -0.491
C 0.422 1.149 -0.345 0.336
C -0.475 1.773 0.524 -1.065
C -1.709 1.185 0.713 -0.209
N -2.082 0.055 0.086 0.506
C -3.418 -0.498 0.374 -1.185
C -4.489 -0.144 -0.674 -0.805
C -4.700 -1.288 -1.696 -0.554
C -5.475 -2.443 -1.077 -0.514
O -6.831 -2.083 -0.881 -0.518
C -1.205 -0.535 -0.745 0.362
H 3.875 -2.942 1.822 0.261
H 5.404 -3.290 0.931 0.345
H 3.875 -3.972 0.376 0.006
H 4.426 -2.269 -1.121 0.363
H 4.943 -1.161 0.139 0.332
H 2.888 -0.192 -0.076 0.009
H 2.303 -1.630 0.832 0.217
H 2.603 -2.098 -2.076 0.571
H 1.342 -2.657 -1.006 0.277
H 0.444 -1.156 -2.748 0.519
H 1.662 0.080 -2.433 0.417
H 1.396 1.587 -0.543 0.283
H -0.202 2.695 1.025 0.623
H -2.412 1.642 1.403 0.516
H -3.718 -0.188 1.376 0.333
H -3.339 -1.589 0.415 0.589
H -5.439 -0.050 -0.133 0.460
H -4.311 0.824 -1.150 0.393
H -3.720 -1.702 -1.967 0.228
H -5.233 -0.924 -2.576 0.438
H -5.440 -3.286 -1.784 0.369
H -5.006 -2.806 -0.147 0.293
H -7.296 -2.842 -0.513 0.318
H -1.529 -1.450 -1.235 0.675
C -3.416 -2.029 4.189 -0.326
C -2.167 -1.294 3.743 -0.041
O -1.128 -1.805 4.568 -0.332
S -1.428 -3.351 4.918 1.033
O -0.694 -4.161 4.009 -0.529
O -1.356 -3.510 6.316 -0.422
O -2.974 -3.359 4.458 -0.367
H -3.819 -1.604 5.111 0.309
H -4.193 -2.035 3.427 0.295
H -2.252 -0.215 3.863 0.309
H -1.919 -1.528 2.702 0.056
C 2.182 6.111 -0.335 -0.356
C 3.083 6.218 -1.546 -0.394
O 3.622 4.894 -1.706 -0.298
S 2.550 3.819 -1.239 1.125
O 1.859 3.328 -2.382 -0.429
O 3.159 2.940 -0.306 -0.629
O 1.569 4.813 -0.456 -0.288
H 2.755 6.133 0.593 0.298
H 1.424 6.889 -0.310 0.328
H 3.881 6.942 -1.413 0.331
H 2.516 6.464 -2.447 0.295
C 0.840 -7.665 0.450 -0.322
C 2.085 -7.495 1.294 -0.253
O 3.164 -7.540 0.352 -0.309
S 2.691 -6.909 -1.041 0.974
O 3.114 -5.554 -1.097 -0.425
O 2.982 -7.829 -2.075 -0.563
O 1.111 -6.924 -0.749 -0.310
H 0.681 -8.710 0.178 0.294
H -0.049 -7.279 0.941 0.311
H 2.197 -8.278 2.038 0.321
H 2.103 -6.520 1.787 0.222
C -0.751 3.648 -4.499 -0.046
C 0.075 2.778 -5.421 -0.249
O -0.218 3.273 -6.734 -0.371
S -0.491 4.851 -6.663 1.063
O 0.696 5.541 -7.014 -0.555
O -1.732 5.115 -7.297 -0.481
O -0.684 4.957 -5.073 -0.328
H -1.798 3.334 -4.485 0.314
H -0.362 3.659 -3.485 0.069
H -0.180 1.724 -5.344 0.298
H 1.144 2.907 -5.238 0.297
C -0.511 -0.195 10.533 -0.336
C -1.893 0.340 10.222 -0.327
O -2.248 -0.282 8.980 -0.334
S -1.589 -1.750 8.910 1.136
O -2.560 -2.703 9.304 -0.568
O -0.881 -1.867 7.689 -0.420
O -0.548 -1.564 10.118 -0.333
H 0.257 0.319 9.951 0.271
H -0.269 -0.128 11.591 0.309
H -1.910 1.422 10.124 0.303
H -2.618 0.032 10.977 0.296
C -3.635 6.822 -10.004 -0.281
C -3.302 5.401 -10.400 -0.158
O -4.575 4.792 -10.655 -0.322
S -5.585 5.891 -11.245 1.103
O -5.606 5.783 -12.658 -0.533
O -6.772 5.866 -10.470 -0.528
O -4.729 7.191 -10.853 -0.332
H -3.971 6.877 -8.967 0.274
H -2.798 7.500 -10.148 0.328
H -2.771 4.866 -9.619 0.168
H -2.720 5.370 -11.324 0.296
C 5.259 -1.576 4.785 -0.327
C 6.491 -1.400 5.647 -0.369
O 7.584 -1.456 4.724 -0.314
S 7.133 -0.835 3.317 1.105
O 7.557 0.516 3.254 -0.550
O 7.433 -1.773 2.298 -0.519
O 5.547 -0.848 3.585 -0.230
H 5.103 -2.624 4.521 0.262
H 4.361 -1.185 5.258 0.336
H 6.589 -2.177 6.400 0.309
H 6.503 -0.421 6.131 0.300
```

The HOMO-LUMO gap is 8.10 eV. The net charge is +1.

No. 4
Density functional theory data (the ωB97M-V functional and the def2-TZVPD basis) for a structure of composition C38H40N4O3SSiW at a distorted geometry.

XYZ file:
```
88
Properties=species:S:1:pos:R:3:mulliken_charge:R:1
W 0.762 0.999 0.476 0.825
C 0.443 1.372 4.850 -1.759
C 0.179 1.412 3.385 0.420
N 0.806 0.568 2.506 0.271
N 1.859 -0.198 2.993 -0.446
C 3.018 -0.167 2.362 0.532
N 3.979 -1.024 2.754 -0.448
S 3.290 0.963 1.113 -0.467
C -0.678 2.290 2.728 1.213
C -1.431 3.288 3.371 -1.061
C -2.243 4.296 2.781 -0.741
C -2.370 4.638 1.472 -0.823
C -1.554 4.094 0.338 -0.676
N -0.611 2.052 1.364 0.992
H -0.168 0.611 5.348 0.250
H 0.212 2.332 5.305 0.468
H 1.492 1.152 5.056 0.458
H 1.668 -0.879 3.708 0.301
H 3.702 -1.899 3.172 0.283
H 4.746 -1.117 2.103 0.259
H -1.414 3.263 4.453 0.189
H -2.849 4.860 3.486 0.300
H -3.100 5.402 1.225 0.377
H -1.927 4.466 -0.612 0.345
C -0.192 1.241 -3.001 -0.754
O -0.972 2.004 -2.092 -0.221
C -0.474 2.078 -0.821 0.624
O 0.803 2.577 -0.701 -0.980
H -0.077 0.217 -2.640 0.165
H 0.790 1.681 -3.151 0.317
H -0.732 1.232 -3.944 0.414
O 1.054 -1.011 0.204 -0.309
Si 1.755 -2.190 -0.666 -1.044
C 0.606 -3.662 -0.659 0.303
C -0.726 -3.517 -0.261 -0.297
C -1.602 -4.597 -0.285 -0.541
C -1.157 -5.842 -0.711 -0.516
C 0.166 -6.009 -1.106 -0.766
C 1.039 -4.928 -1.077 -0.054
C 2.140 -1.667 -2.436 0.710
C 1.934 -2.533 -3.515 -0.525
C 2.329 -2.190 -4.804 -0.685
C 2.943 -0.967 -5.042 -0.674
C 3.139 -0.081 -3.990 -0.748
C 2.740 -0.432 -2.706 0.203
C 3.378 -2.825 0.067 0.877
C 4.633 -2.396 -0.380 -0.281
C 5.805 -2.824 0.240 -0.781
C 5.745 -3.693 1.325 -0.406
C 4.509 -4.145 1.775 -0.771
C 3.345 -3.715 1.149 -0.379
H -1.074 -2.544 0.074 0.089
H -2.632 -4.469 0.029 0.438
H -1.841 -6.683 -0.739 0.378
H 0.515 -6.983 -1.431 0.393
H 2.075 -5.072 -1.377 0.480
H 1.437 -3.485 -3.348 0.380
H 2.156 -2.878 -5.624 0.402
H 3.265 -0.704 -6.043 0.369
H 3.600 0.884 -4.169 0.460
H 2.901 0.277 -1.909 0.328
H 4.702 -1.715 -1.222 0.254
H 6.766 -2.484 -0.131 0.406
H 6.656 -4.025 1.808 0.379
H 4.456 -4.836 2.610 0.408
H 2.384 -4.086 1.501 0.381
C -2.833 0.461 -0.608 -1.819
C -2.891 1.768 0.217 3.370
C -3.308 1.290 1.618 -2.610
C -1.461 2.555 0.275 -0.124
C -3.975 2.670 -0.396 -0.579
C -3.896 3.045 -1.741 0.100
C -4.859 3.855 -2.325 -1.087
C -5.941 4.309 -1.579 -0.482
C -6.040 3.940 -0.247 -0.991
C -5.067 3.132 0.337 -0.247
H -1.972 -0.136 -0.317 0.115
H -2.787 0.631 -1.678 0.253
H -3.734 -0.120 -0.397 0.566
H -2.584 0.567 1.994 0.169
H -4.273 0.783 1.538 0.718
H -3.402 2.094 2.341 0.509
H -0.519 4.427 0.435 0.685
H -3.053 2.711 -2.335 0.358
H -4.759 4.136 -3.368 0.428
H -6.698 4.938 -2.033 0.397
H -6.875 4.285 0.353 0.402
H -5.173 2.878 1.383 0.378
```

The HOMO-LUMO gap (alpha / beta) is 6.05 / 7.36 eV. The energy above the lowest of the compared OMol25 structures with the same formula, charge and spin is 0.0 kJ/mol. The multiplicity is 3. As for the expectation value of S²: 2.0614.

No. 5
Density functional theory data (the ωB97M-V functional and the def2-TZVPD basis) for a cluster of 4 separate species, C10H27ClNO8 in total at a distorted geometry.

XYZ file:
```
47
Properties=species:S:1:pos:R:3:mulliken_charge:R:1
Cl 1.526 0.477 -3.705 1.640
O 2.011 0.675 -5.074 -0.700
O 1.721 1.673 -2.975 -0.641
O 0.171 0.189 -3.670 -0.625
O 2.288 -0.558 -3.073 -0.675
C -6.391 -2.266 -0.352 -0.838
C -4.901 -1.871 -0.191 -0.273
O -4.822 -0.653 0.463 -0.538
H -7.017 -1.589 0.231 0.310
H -6.595 -3.318 -0.154 0.285
H -6.631 -2.188 -1.412 0.213
H -4.326 -1.919 -1.115 0.328
H -4.367 -2.577 0.445 0.212
H -5.082 -0.804 1.375 0.300
C 0.246 -5.349 -5.198 -0.896
C 0.101 -6.843 -4.704 -0.288
O 1.260 -7.608 -4.945 -0.511
H 0.558 -5.219 -6.234 0.291
H 1.176 -4.989 -4.760 0.257
H -0.616 -4.802 -4.815 0.302
H -0.817 -7.253 -5.127 0.260
H -0.221 -6.895 -3.664 0.276
H 1.679 -7.775 -4.098 0.311
C 2.698 5.863 0.408 -0.851
O 2.170 4.777 1.160 -0.234
C 2.950 4.655 2.289 -0.559
C 2.400 3.513 3.247 -0.575
N 0.890 3.549 3.462 -0.338
C 0.332 2.540 4.400 -0.644
C 0.513 1.103 3.935 -0.745
O 0.259 1.059 2.543 -0.301
C 0.810 -0.022 1.809 -0.727
H 2.293 6.791 0.812 0.315
H 2.222 5.597 -0.535 0.280
H 3.764 5.836 0.181 0.334
H 2.863 5.628 2.773 0.326
H 3.992 4.479 2.025 0.335
H 2.895 3.649 4.209 0.372
H 2.614 2.524 2.842 0.319
H 0.866 4.364 4.058 0.235
H -0.739 2.711 4.291 0.388
H 0.920 2.528 5.318 0.358
H -0.191 0.412 4.398 0.455
H 1.521 0.774 4.188 0.411
H 0.316 -0.029 0.837 0.253
H 0.812 -1.016 2.256 0.322
H 1.881 0.177 1.844 0.270
```

The HOMO-LUMO gap is 7.82 eV. The net charge is -1.

No. 6
Density functional theory data (the ωB97M-V functional and the def2-TZVPD basis) for a structure of composition C14H19AuN2O11P2.

XYZ file:
```
49
Properties=species:S:1:pos:R:3:mulliken_charge:R:1
Au -0.216 0.931 -0.497 0.439
N -0.591 3.689 2.821 -0.355
C -0.141 2.301 3.256 0.739
C 0.256 2.317 4.723 -1.715
P -1.693 1.313 2.929 0.965
O -2.671 2.290 3.842 -0.612
O -1.617 -0.017 3.561 -0.778
O -2.002 1.625 1.508 -0.776
P 1.303 1.961 2.170 1.144
O 2.147 3.316 2.526 -0.614
O 2.061 0.757 2.554 -0.827
O 0.843 2.219 0.746 -0.922
H -1.410 3.949 3.377 0.365
H -0.884 3.599 1.838 0.345
H 0.165 4.369 2.912 0.356
H -0.587 2.618 5.346 0.421
H 1.104 2.979 4.907 0.405
H 0.537 1.303 5.001 0.398
H -3.155 1.752 4.478 0.323
H 3.050 3.089 2.772 0.344
C 3.687 -1.128 0.703 -1.139
C 2.747 -1.285 -0.445 1.086
C 2.041 -2.599 -0.654 -1.101
O 2.563 -0.352 -1.210 -0.629
C 0.435 -2.434 2.165 0.776
O 0.814 -3.421 2.647 -0.477
O 0.088 -1.454 1.667 -0.299
H 4.712 -1.257 0.341 0.386
H 3.509 -1.879 1.471 0.324
H 3.575 -0.131 1.125 0.187
H 2.557 -3.153 -1.442 0.361
H 1.019 -2.424 -0.986 0.252
H 2.050 -3.211 0.244 0.340
H 1.572 -0.488 -2.238 0.446
O 1.079 -0.799 -3.116 -0.533
C -0.196 -0.731 -3.008 0.315
N -0.906 -0.236 -2.016 -0.232
C -2.298 -0.424 -2.323 0.197
O -3.199 -0.082 -1.622 -0.524
C -2.361 -1.100 -3.657 0.154
C -3.430 -1.516 -4.415 -0.537
C -3.142 -2.127 -5.635 -0.423
C -1.829 -2.309 -6.059 -0.557
C -0.754 -1.887 -5.279 -0.311
C -1.058 -1.282 -4.078 0.493
H -4.446 -1.372 -4.075 0.501
H -3.952 -2.468 -6.266 0.397
H -1.642 -2.786 -7.012 0.402
H 0.269 -2.024 -5.600 0.503
```

The HOMO-LUMO gap is 7.98 eV. The energy above the lowest of the compared OMol25 structures with the same formula, charge and spin is 0.0 kJ/mol.

No. 7
Density functional theory data (the ωB97M-V functional and the def2-TZVPD basis) for a cluster of 3 separate species, C3H12O3 in total at a distorted geometry.

XYZ file:
```
18
Properties=species:S:1:pos:R:3:mulliken_charge:R:1
C 0.249 -0.397 -1.148 -2.038
C 0.240 0.050 0.320 -0.169
C -0.995 0.869 0.682 -1.743
O 0.236 -1.087 1.202 0.262
H 1.309 -0.378 -1.402 0.334
H -0.439 -1.232 -1.251 0.424
H -0.168 0.404 -1.761 0.553
H 1.101 0.680 0.527 0.722
H -1.208 1.640 -0.061 0.617
H -1.909 0.267 0.743 0.245
H -0.913 1.346 1.662 0.330
H 1.056 -1.096 1.687 -0.109
H 2.754 2.425 -1.385 0.510
H 1.414 3.173 -1.517 0.500
O 1.825 2.290 -1.637 -1.335
H -1.349 -3.617 0.736 0.282
H -1.288 -2.391 1.540 0.302
O -1.914 -2.944 1.063 -0.690
```

The HOMO-LUMO gap (alpha / beta) is 2.64 / 10.61 eV. The energy above the lowest of the compared OMol25 structures with the same formula, charge and spin is 22.3 kJ/mol. The net charge is -1. The multiplicity is 2. As for the expectation value of S²: 0.7503.

No. 8
Density functional theory data (the ωB97M-V functional and the def2-TZVPD basis) for a cluster of 2 separate species, C38H36N5 in total at a distorted geometry.

XYZ file:
```
79
Properties=species:S:1:pos:R:3:mulliken_charge:R:1
N 2.139 2.665 -0.066 -1.031
N 2.193 2.022 0.884 0.668
N 2.458 1.412 1.937 -0.268
C 1.394 0.524 2.395 3.121
C 1.740 0.097 3.835 -0.764
C 0.807 -0.638 4.572 -0.252
C 1.117 -1.060 5.871 -0.917
C 2.366 -0.769 6.422 -0.432
C 3.295 -0.028 5.684 -1.010
C 2.968 0.425 4.398 -0.053
C 0.084 1.296 2.447 -0.682
C 0.152 2.606 2.921 -0.073
C -1.023 3.335 3.129 -0.999
C -2.267 2.728 2.908 -0.654
C -2.327 1.392 2.501 -1.375
C -1.148 0.673 2.262 -0.010
C 1.469 -0.731 1.484 -0.531
C 2.868 -1.360 1.709 -0.486
C 3.347 -1.854 0.350 -0.840
C 2.265 -1.425 -0.649 0.050
N 1.375 -0.559 0.059 0.569
H -0.170 -0.868 4.137 0.324
H 0.371 -1.620 6.437 0.402
H 2.614 -1.118 7.426 0.388
H 4.278 0.207 6.091 0.395
H 3.681 1.028 3.829 0.436
H 1.124 3.038 3.185 0.448
H -0.951 4.366 3.475 0.427
H -3.189 3.288 3.080 0.466
H -3.288 0.888 2.388 0.656
H -1.183 -0.379 1.965 0.761
H 0.677 -1.427 1.835 0.409
H 3.553 -0.574 2.039 0.171
H 2.814 -2.131 2.481 0.434
H 4.296 -1.384 0.070 0.366
H 3.476 -2.941 0.338 0.271
H 2.713 -0.926 -1.518 0.056
H 1.782 -2.337 -1.024 -0.033
H 0.488 -0.255 -0.319 -0.036
C -5.032 2.637 0.105 -0.827
N -4.637 2.251 -1.232 0.103
C -5.364 2.916 -2.295 -1.086
C -3.502 1.525 -1.489 0.556
C -3.058 0.523 -0.587 -1.529
C -1.911 -0.201 -0.844 -0.463
C -1.109 0.081 -1.975 1.625
C 0.034 -0.758 -2.273 0.486
C 1.059 -0.346 -3.235 -0.397
C 1.568 -1.515 -3.890 0.001
C 2.562 -1.427 -4.855 -0.311
C 3.075 -0.162 -5.166 -0.747
C 2.565 0.990 -4.544 -1.059
C 1.543 0.909 -3.587 -0.022
C 0.849 -2.673 -3.377 0.064
C -0.114 -2.215 -2.411 0.452
C -0.995 -3.130 -1.842 -0.264
C -0.828 -4.493 -2.130 -1.036
C 0.149 -4.936 -3.037 -0.802
C 0.977 -4.017 -3.693 -0.432
C -1.548 1.089 -2.871 -1.002
C -2.748 1.746 -2.669 -0.889
H -4.652 1.944 0.860 0.172
H -4.664 3.648 0.353 0.319
H -6.127 2.660 0.149 0.369
H -5.553 2.227 -3.129 0.389
H -6.321 3.251 -1.883 0.310
H -4.821 3.790 -2.685 0.353
H -3.650 0.297 0.298 0.941
H -1.626 -1.014 -0.174 0.384
H 2.916 -2.344 -5.328 0.456
H 3.875 -0.076 -5.903 0.420
H 2.968 1.968 -4.812 0.439
H 1.121 1.800 -3.123 0.636
H -1.810 -2.787 -1.210 0.613
H -1.476 -5.222 -1.645 0.430
H 0.260 -6.002 -3.242 0.422
H 1.722 -4.315 -4.430 0.462
H -0.961 1.298 -3.765 0.659
H -3.093 2.474 -3.404 0.434
```

The HOMO-LUMO gap is 5.16 eV. The net charge is +1.